Here is a molecular structure, C48H38F6GeN5O5S3Tc from OMol25. Energies are from ωB97M-V with the def2-TZVPD basis set.

XYZ file:
```
107
Properties=species:S:1:pos:R:3
Tc -0.609 0.818 0.080
S -0.793 2.841 4.289
C -1.745 1.397 4.316
C -2.519 0.897 5.361
C -3.222 -0.267 5.137
C -3.160 -0.916 3.896
C -2.395 -0.417 2.865
C -1.670 0.756 3.077
N -0.843 1.411 2.157
C -0.336 2.504 2.674
C 0.610 3.400 1.983
C 1.784 3.801 2.616
C 2.705 4.605 1.963
C 2.474 5.018 0.659
C 1.304 4.647 0.012
C 0.397 3.866 0.692
H -2.565 1.406 6.313
H -3.831 -0.681 5.929
H -3.726 -1.824 3.735
H -2.379 -0.916 1.909
H 1.981 3.459 3.624
H 3.609 4.906 2.474
H 3.196 5.636 0.145
H 1.096 4.966 -1.001
F -3.939 2.658 2.343
C -4.786 2.285 1.386
F -5.297 1.103 1.670
F -5.733 3.185 1.250
S -3.850 2.129 -0.202
O -2.784 1.192 0.108
O -4.769 1.805 -1.227
N -3.245 3.590 -0.465
S -2.124 4.349 0.207
O -0.797 3.475 0.004
O -2.180 4.852 1.529
C -1.879 5.753 -0.999
F -1.426 5.255 -2.139
F -0.996 6.581 -0.477
F -3.033 6.347 -1.173
C -0.310 1.350 -4.354
C -1.463 0.367 -4.167
C -1.919 0.668 -2.756
O -0.714 1.133 -2.045
C 0.370 1.259 -3.007
H -0.676 2.361 -4.539
H 0.361 1.068 -5.163
H -1.102 -0.661 -4.241
H -2.268 0.508 -4.885
H -2.309 -0.194 -2.219
H -2.643 1.482 -2.729
H 0.975 0.349 -2.953
H 0.950 2.139 -2.730
N 9.514 -0.657 -3.173
C 8.523 -0.490 -2.619
C 7.281 -0.281 -1.925
C 7.255 0.472 -0.754
C 6.056 0.684 -0.096
C 4.895 0.130 -0.608
C 4.911 -0.638 -1.763
C 6.107 -0.835 -2.429
N 3.653 0.350 0.065
C 3.419 0.266 1.419
C 2.102 0.536 1.589
N 1.522 0.795 0.360
C 2.492 0.667 -0.528
H 8.171 0.898 -0.369
H 6.027 1.293 0.798
H 4.004 -1.104 -2.126
H 6.140 -1.432 -3.330
H 4.186 -0.013 2.119
H 1.529 0.522 2.498
H 2.411 0.813 -1.588
C -0.680 -0.824 0.109
Ge -0.866 -2.794 -0.149
C -2.662 -3.141 0.470
C -3.737 -2.398 -0.021
C -5.020 -2.617 0.455
C -5.240 -3.585 1.428
C -4.178 -4.330 1.922
C -2.891 -4.106 1.448
C -0.585 -2.937 -2.060
C -1.596 -3.383 -2.909
C -1.379 -3.455 -4.281
C -0.153 -3.077 -4.811
C 0.860 -2.626 -3.972
C 0.643 -2.557 -2.603
C 0.550 -3.522 0.934
C 0.687 -3.097 2.256
C 1.697 -3.613 3.055
C 2.578 -4.553 2.535
C 2.449 -4.980 1.221
C 1.437 -4.466 0.420
H -3.577 -1.636 -0.779
H -5.849 -2.041 0.064
H -6.242 -3.763 1.795
H -4.351 -5.089 2.674
H -2.067 -4.689 1.844
H -2.550 -3.697 -2.503
H -2.162 -3.818 -4.932
H 0.019 -3.145 -5.877
H 1.822 -2.352 -4.386
H 1.446 -2.231 -1.946
H -0.004 -2.370 2.672
H 1.792 -3.293 4.084
H 3.362 -4.961 3.160
H 3.131 -5.719 0.821
H 1.342 -4.809 -0.604
```

Summary:
Molar mass ... 1145.7 g/mol
Relative energy (zero: lowest compared OMol25 entry of this formula, charge and spin) ... 34.58 kJ/mol
Total charge ... +2
HOMO ... -13.58 eV
HOMO-LUMO gap ... 8.210 eV

Atom charges from the Löwdin analysis, given in e for atoms 1 to 6: 1.295 1.217 -0.442 -0.057 -0.041 -0.034

Here is a molecular structure, C48H39FIN2O8P at a distorted geometry from OMol25. Energies are from ωB97M-V with the def2-TZVPD basis set.

XYZ file:
```
100
Properties=species:S:1:pos:R:3
C -4.003 -1.389 1.284
C -3.054 -2.547 1.563
C -3.312 -3.543 2.700
I -5.383 -4.029 2.961
P -2.659 -3.199 4.402
N -2.245 -4.902 4.648
C -0.943 -2.618 4.651
C -0.131 -2.655 3.357
C -0.058 -1.320 2.638
F 1.175 -3.083 3.647
O -3.186 -1.461 4.062
N -3.597 -0.778 5.149
O -3.840 0.357 4.914
H -4.988 -1.703 0.933
H -3.552 -0.794 0.485
H -4.122 -0.747 2.157
H -2.929 -3.139 0.650
H -2.077 -2.107 1.770
H -2.867 -4.495 2.421
H -3.490 -3.103 5.519
H -2.227 -5.153 5.633
H -2.898 -5.543 4.210
H -0.474 -3.287 5.374
H -0.968 -1.602 5.044
H -0.532 -3.420 2.686
H 0.182 -1.458 1.580
H 0.705 -0.679 3.083
H -1.015 -0.797 2.718
C 1.473 -2.391 -5.065
C 2.546 -3.169 -5.487
C 3.123 -4.086 -4.625
C 2.632 -4.229 -3.333
C 1.557 -3.446 -2.909
C 0.979 -2.529 -3.780
C 1.015 -3.566 -1.526
O 0.072 -2.898 -1.153
C 1.681 -4.537 -0.613
C 1.214 -4.638 0.689
C 1.805 -5.519 1.578
C 2.865 -6.314 1.155
C 3.334 -6.221 -0.146
C 2.748 -5.329 -1.035
C 3.275 -5.230 -2.427
O 4.189 -5.928 -2.809
H 1.024 -1.676 -5.742
H 2.932 -3.058 -6.492
H 3.956 -4.704 -4.931
H 0.146 -1.934 -3.428
H 0.389 -4.005 0.979
H 1.445 -5.576 2.597
H 3.331 -7.005 1.847
H 4.160 -6.827 -0.494
C -0.175 5.464 0.626
C 0.685 6.349 -0.016
C 2.026 6.038 -0.158
C 2.516 4.834 0.335
C 1.653 3.942 0.971
C 0.309 4.265 1.121
C 2.143 2.636 1.500
O 1.379 1.839 2.003
C 3.597 2.338 1.363
C 4.087 1.139 1.871
C 5.432 0.836 1.747
C 6.293 1.725 1.113
C 5.810 2.918 0.603
C 4.461 3.230 0.727
C 3.966 4.521 0.162
O 4.711 5.284 -0.412
H -1.222 5.713 0.740
H 0.304 7.286 -0.403
H 2.714 6.711 -0.652
H -0.338 3.564 1.633
H 3.398 0.462 2.356
H 5.812 -0.097 2.144
H 7.343 1.484 1.016
H 6.459 3.625 0.103
C -0.861 0.870 -0.883
C -0.067 1.949 -0.510
C -0.378 3.224 -0.950
C -1.485 3.425 -1.768
C -2.277 2.340 -2.151
C -1.960 1.062 -1.702
C -3.462 2.519 -3.040
O -4.155 1.580 -3.365
C -3.756 3.902 -3.518
C -4.837 4.099 -4.370
C -5.136 5.372 -4.825
C -4.358 6.455 -4.430
C -3.281 6.265 -3.582
C -2.975 4.988 -3.124
C -1.802 4.812 -2.216
O -1.137 5.760 -1.857
H -0.614 -0.125 -0.537
H 0.795 1.789 0.123
H 0.223 4.081 -0.674
H -2.581 0.230 -2.008
H -5.429 3.241 -4.659
H -5.977 5.524 -5.488
H -4.596 7.449 -4.785
H -2.661 7.090 -3.260
```

Summary:
Molar mass ... 948.7 g/mol
HOMO ... -9.03 eV
HOMO-LUMO gap ... 7.866 eV

Atom charges from the Löwdin analysis, given in e for atoms 1 to 6: -0.124 -0.336 -0.809 0.879 0.739 -0.178

Here is a molecular structure, C48H39GaNO8P3S from OMol25. Energies are from ωB97M-V with the def2-TZVPD basis set.

XYZ file:
```
101
Properties=species:S:1:pos:R:3
Ga 0.563 -0.081 2.688
O -2.207 -5.382 2.842
C -1.689 -4.307 2.939
C -0.223 -4.026 3.298
O 0.636 -4.846 3.532
C -0.116 -2.578 3.244
C -1.287 -1.969 2.832
O -1.295 -0.688 2.602
C -2.355 -2.954 2.637
O -3.494 -2.787 2.273
O 0.951 -1.827 3.415
O 1.306 3.526 3.823
S 0.505 2.869 2.827
O 1.173 2.548 1.578
O -0.101 1.592 3.385
C -0.895 3.901 2.486
C -0.950 5.101 3.184
C -1.996 5.981 2.958
C -2.978 5.656 2.038
C -2.911 4.455 1.349
C -1.874 3.550 1.560
P -1.834 1.996 0.574
C -3.455 1.251 0.937
C -4.156 1.500 2.111
C -5.296 0.768 2.418
C -5.747 -0.219 1.559
C -5.051 -0.481 0.386
C -3.910 0.241 0.085
C -2.034 2.749 -1.087
C -0.883 3.337 -1.620
C -0.881 3.856 -2.904
C -2.032 3.791 -3.679
C -3.184 3.226 -3.153
C -3.188 2.710 -1.864
H -0.169 5.330 3.894
H -2.039 6.917 3.499
H -3.798 6.337 1.851
H -3.680 4.211 0.626
H -3.808 2.255 2.804
H -5.824 0.964 3.342
H -6.625 -0.801 1.809
H -5.387 -1.265 -0.280
H -3.362 0.011 -0.825
H 0.020 3.392 -1.018
H 0.022 4.299 -3.303
H -2.031 4.182 -4.689
H -4.086 3.181 -3.750
H -4.094 2.270 -1.468
N 2.438 0.412 3.557
H 3.147 -0.250 3.255
H 2.333 0.313 4.562
H 2.756 1.359 3.369
C 1.387 0.745 -0.780
P 1.388 -0.572 0.470
C 0.424 -1.998 -0.082
C 0.953 -3.264 -0.325
C 0.109 -4.316 -0.644
C -1.262 -4.114 -0.724
C -1.793 -2.855 -0.490
C -0.954 -1.802 -0.166
C 3.098 -1.094 0.782
C 4.159 -0.242 0.478
C 5.453 -0.572 0.850
C 5.702 -1.756 1.530
C 4.649 -2.604 1.847
C 3.351 -2.276 1.484
P 1.809 0.640 -2.589
C 0.489 -0.418 -3.284
C -0.845 -0.155 -2.977
C -1.870 -0.827 -3.624
C -1.580 -1.775 -4.594
C -0.257 -2.033 -4.921
C 0.769 -1.355 -4.279
C 3.287 -0.436 -2.614
C 4.503 0.189 -2.884
C 5.692 -0.528 -2.847
C 5.672 -1.882 -2.552
C 4.463 -2.523 -2.311
C 3.279 -1.804 -2.348
H 1.986 1.551 -0.350
H 0.375 1.155 -0.713
H 2.017 -3.441 -0.247
H 0.523 -5.302 -0.811
H -1.919 -4.944 -0.949
H -2.864 -2.695 -0.514
H -1.378 -0.833 0.072
H 3.986 0.684 -0.054
H 6.267 0.095 0.598
H 6.713 -2.017 1.814
H 4.831 -3.522 2.390
H 2.541 -2.925 1.785
H -1.100 0.593 -2.236
H -2.900 -0.604 -3.370
H -2.379 -2.303 -5.097
H -0.020 -2.764 -5.684
H 1.795 -1.560 -4.557
H 4.515 1.246 -3.126
H 6.630 -0.030 -3.055
H 6.597 -2.445 -2.522
H 4.445 -3.584 -2.097
H 2.335 -2.305 -2.172
```

Summary:
Molar mass ... 952.6 g/mol
Relative energy (zero: lowest compared OMol25 entry of this formula, charge and spin) ... 10.45 kJ/mol
HOMO ... -7.78 eV
HOMO-LUMO gap ... 7.888 eV

Atom charges from the Löwdin analysis, given in e for atoms 1 to 6: 0.338 0.153 -0.237 -0.283 0.111 -0.255

Here is a molecular structure, C48H39N9O3RbS3Sb at a distorted geometry from OMol25. Energies are from ωB97M-V with the def2-TZVPD basis set.

XYZ file:
```
104
Properties=species:S:1:pos:R:3
Rb -0.948 0.851 0.726
S -0.585 -1.208 3.344
C 1.040 -1.533 3.886
C 1.242 -2.555 4.830
C 2.487 -2.925 5.308
C 2.590 -3.993 6.278
N 2.659 -4.846 7.049
C 3.622 -2.256 4.836
C 3.454 -1.236 3.911
C 2.204 -0.842 3.408
S 2.143 0.457 2.240
C 4.949 -2.588 5.302
N 6.007 -2.845 5.678
H 0.367 -3.080 5.192
H 4.331 -0.711 3.556
N -6.340 -0.740 5.628
C -5.816 -0.218 4.434
C -6.639 0.460 3.536
C -6.116 0.995 2.370
C -4.761 0.878 2.107
C -3.931 0.214 3.001
C -4.457 -0.335 4.156
S -4.096 1.529 0.610
O -2.979 2.379 1.011
O -5.183 2.190 -0.086
N -3.449 0.368 -0.271
C -4.006 -0.871 -0.421
N -5.184 -1.213 0.130
C -5.576 -2.467 -0.040
C -4.857 -3.403 -0.761
C -3.686 -2.932 -1.337
N -3.256 -1.693 -1.189
H -7.307 -1.016 5.568
H -5.776 -1.476 6.026
H -7.698 0.563 3.753
H -6.749 1.494 1.649
H -2.866 0.099 2.837
H -3.793 -0.855 4.838
H -6.523 -2.734 0.422
H -5.188 -4.424 -0.881
H -3.065 -3.583 -1.945
C 7.018 -0.269 -1.216
C 6.304 -0.662 -2.338
C 4.914 -0.729 -2.297
C 4.211 -0.403 -1.137
C 4.942 -0.004 -0.014
C 6.331 0.057 -0.054
Sb 2.046 -0.564 -0.955
C 1.772 -1.298 -3.010
C 2.072 -0.504 -4.122
C 1.725 -0.883 -5.411
C 1.034 -2.071 -5.621
C 0.704 -2.866 -4.533
C 1.074 -2.484 -3.245
C 2.181 -2.562 -0.166
C 3.072 -3.505 -0.683
C 3.152 -4.776 -0.131
C 2.343 -5.120 0.950
C 1.455 -4.189 1.468
C 1.376 -2.916 0.910
H 8.101 -0.227 -1.242
H 6.826 -0.930 -3.250
H 4.386 -1.063 -3.181
H 4.415 0.249 0.902
H 6.875 0.352 0.836
H 2.576 0.449 -3.982
H 1.975 -0.244 -6.251
H 0.748 -2.368 -6.623
H 0.156 -3.789 -4.683
H 0.811 -3.127 -2.413
H 3.719 -3.247 -1.516
H 3.855 -5.495 -0.535
H 2.420 -6.105 1.395
H 0.833 -4.429 2.323
H 0.695 -2.198 1.355
C 2.700 3.753 0.303
C 1.291 3.582 -0.204
O 0.780 2.487 -0.220
C 0.495 4.778 -0.672
C -0.872 4.622 -0.864
C -1.643 5.696 -1.281
C -1.042 6.925 -1.520
C 0.326 7.084 -1.336
C 1.092 6.009 -0.903
H 3.018 2.821 0.768
H 2.763 4.567 1.029
H 3.365 3.995 -0.531
H -1.334 3.662 -0.671
H -2.707 5.564 -1.427
H -1.642 7.764 -1.851
H 0.794 8.043 -1.522
H 2.158 6.134 -0.752
N -3.912 1.734 -3.023
C -2.601 2.028 -3.314
C -1.573 1.137 -2.920
N -0.310 1.427 -3.122
C -0.028 2.572 -3.761
C -1.033 3.405 -4.190
N -2.328 3.153 -3.959
H -4.028 1.189 -2.173
H -4.511 2.546 -3.043
H -1.820 0.199 -2.428
H 1.016 2.812 -3.923
H -0.799 4.329 -4.709
```

Summary:
Molar mass ... 1093.3 g/mol
Relative energy (zero: lowest compared OMol25 entry of this formula, charge and spin) ... 44.66 kJ/mol
Total charge ... -2
HOMO ... -1.59 eV
HOMO-LUMO gap ... 5.031 eV

Atom charges from the Löwdin analysis, given in e for atoms 1 to 6: 0.714 0.432 -0.754 -0.106 -0.223 -0.200

The highest HOMO-LUMO gap belongs to which entry?
C48H38F6GeN5O5S3Tc